No. 1
The following is a DFT calculation (ωB97M-V with the def2-TZVPD basis set) of a structure of composition C27H32BrF5N7OsSe at a distorted geometry.

Computed properties:
Relative energy (zero: lowest compared OMol25 entry of this formula, charge and spin) (kJ/mol): 17.2
E_LUMO (spin up / spin down) (eV): -10.90 / -11.98
E_tot (eV): -190364.0264
Kohn-Sham gap (spin up / spin down) (eV): 5.203 / 3.382

ORCA input file:
```
! wB97M-V def2-TZVPD RIJCOSX def2/J DEFGRID3
* xyz 3 1
C 1.58 0.05 4.87
C -2.01 -0.62 -4.11
H -1.17 4.63 -3.03
H 0.55 -2.13 -2.61
H -2.69 1.59 0.51
C 6.14 0.35 -2.34
H 0.66 -0.37 -2.77
Os 0.45 0.75 -0.36
C 0.50 2.87 2.01
N 1.26 -0.36 3.50
H -2.99 -0.27 -3.81
H -3.05 -2.84 -3.44
C -0.79 2.96 -1.74
F 4.27 -2.63 -1.50
H 2.49 2.62 4.14
H 1.10 0.99 5.12
C -4.02 -1.29 -0.60
H -4.93 -0.86 -1.01
C -1.46 -1.30 2.98
C -1.55 3.98 -2.25
C 2.54 2.16 3.16
C -1.35 -1.61 0.58
H 0.78 -2.38 3.87
H -2.58 -2.75 4.07
H 3.20 1.29 3.20
C -2.17 -2.47 3.11
C -3.77 -2.48 -2.71
H 0.54 3.75 2.66
C -2.32 -3.31 2.01
C -2.40 2.27 -0.28
C 4.16 0.95 -1.14
C -2.84 4.11 -1.75
C -3.27 3.23 -0.76
H -4.30 -2.17 -0.01
F 6.61 -1.92 -2.72
H -1.28 -0.68 3.85
H 1.21 -0.72 5.54
H -2.11 -1.35 -4.92
N -0.05 0.14 1.58
Se 2.19 -0.93 -0.22
H -4.57 -1.95 -3.22
H 2.66 0.13 5.03
F 7.22 0.70 -2.97
H 0.96 3.15 1.06
H -1.45 0.23 -4.51
C 5.32 1.33 -1.77
H 2.48 -2.02 3.58
C 4.63 -1.36 -1.60
H 2.98 2.88 2.47
H -3.55 -0.57 0.07
C 0.81 0.51 2.59
F 5.66 2.60 -1.87
H -4.28 3.30 -0.36
H -4.21 -3.35 -2.21
C 1.47 -1.78 3.27
C -0.94 -0.91 1.74
F 3.35 1.85 -0.55
C 3.77 -0.39 -1.07
H -2.10 -3.50 -0.11
H -0.55 2.61 1.88
C -1.95 -2.88 0.76
H 0.39 -1.38 -4.20
Br 0.97 2.51 -2.36
H 1.34 -2.05 2.23
N -3.14 -1.64 -1.70
N 1.22 1.78 2.65
N -1.28 -1.17 -2.98
H -3.49 4.88 -2.13
C 5.81 -1.01 -2.23
H -2.76 -4.29 2.13
C 0.16 -1.27 -3.14
N -1.09 -1.05 -0.65
N -1.16 2.13 -0.76
C -1.83 -1.31 -1.75
*
```


No. 2
The following is a DFT calculation (ωB97M-V with the def2-TZVPD basis set) of a structure of composition C27H32ClI2N5NaO4.

Computed properties:
Relative energy (zero: lowest compared OMol25 entry of this formula, charge and spin) (kJ/mol): 0.0
E_LUMO (eV): 1.78
E_tot (eV): -77301.1574
Kohn-Sham gap (eV): 3.726

ORCA input file:
```
! wB97M-V def2-TZVPD RIJCOSX def2/J DEFGRID3
* xyz -1 1
H -1.09 4.05 1.05
C -0.82 -2.20 -2.16
O -1.38 1.81 1.29
H 4.39 1.30 1.52
I 3.49 1.87 -6.15
H 0.30 -2.56 -4.69
H -1.14 -3.52 -5.11
C 5.42 -0.16 2.68
C 3.79 0.60 -3.03
N 1.77 0.34 -1.15
H -2.46 5.16 0.82
H 0.04 -3.17 3.22
C -1.66 -1.54 2.50
C 4.14 -1.35 4.30
H 3.18 -0.41 0.14
N -0.36 -2.11 -1.10
C -1.89 4.34 0.38
C -3.24 0.79 0.22
H -2.67 0.32 2.64
C 3.02 -0.66 3.91
H -0.10 -4.02 -3.76
C 2.48 1.02 -3.36
H -4.03 2.57 -1.41
H 4.05 -2.06 5.11
H -3.11 -3.45 4.80
C -3.24 -2.79 3.94
H -3.79 -1.03 2.31
N -1.36 -2.40 -3.37
N -1.94 -2.57 3.35
I -2.08 2.61 -4.13
H -3.69 -1.87 4.31
C 1.86 0.99 2.42
C 2.99 0.32 2.86
H -1.22 -0.54 -4.38
N -2.75 3.19 0.14
C -3.91 3.39 -0.70
C 5.38 -1.13 3.69
H 5.04 -0.24 -1.51
O -0.78 1.04 -1.68
C -0.52 -3.17 -4.29
C 4.30 0.53 2.29
H -0.68 -3.36 4.83
O -2.69 -0.41 0.69
H -3.94 -3.27 3.25
C 4.05 0.08 -1.79
Cl 1.53 -0.98 4.80
C 2.10 1.61 -4.60
H 6.26 -1.67 4.00
C -1.98 -1.21 -3.97
C -2.81 -0.62 2.09
Na -0.13 0.11 0.29
C 0.09 1.25 -2.56
C -2.37 1.98 0.60
O -0.55 -1.34 2.05
C -0.15 1.88 -3.80
C 1.49 0.85 -2.36
H -1.45 4.68 -0.57
H -3.24 0.71 -0.87
H 1.94 1.73 1.63
C 0.82 2.04 -4.79
H -2.54 -0.67 -3.21
H -4.83 3.51 -0.12
C 3.00 -0.03 -0.86
H -1.12 -4.49 3.52
H -4.28 0.93 0.57
H 4.58 0.70 -3.76
H 0.54 2.52 -5.72
H -2.65 -1.54 -4.77
C -0.86 -3.45 3.76
H 0.90 0.84 2.89
H 6.36 0.07 2.19
H -3.76 4.29 -1.30
*
```


No. 3
The following is a DFT calculation (ωB97M-V with the def2-TZVPD basis set) of the molecule C27H32N4O7S at a distorted geometry.

Computed properties:
Relative energy (zero: lowest compared OMol25 entry of this formula, charge and spin) (kJ/mol): 0.0
E_LUMO (eV): 0.43
E_tot (eV): -59645.4361
Kohn-Sham gap (eV): 8.273
SMILES: COc1cc(C(=O)N/C(=C\c2cn(S(=O)(=O)N(C)C)c3ccccc23)C(=O)N2CCCC2)cc(OC)c1OC

ORCA input file:
```
! wB97M-V def2-TZVPD RIJCOSX def2/J DEFGRID3
* xyz 0 1
H 5.39 5.52 -0.81
C 6.78 0.17 -1.40
C 0.77 -3.58 -0.61
C 4.23 2.52 -0.30
H 0.90 -6.46 0.05
O 1.23 -3.86 -1.70
H 2.38 -5.53 -0.28
C 0.42 -4.03 1.79
C -5.14 0.75 -1.56
O -3.98 3.31 -0.26
C 0.78 -5.26 2.62
C 2.80 0.13 -0.04
C -5.38 -1.43 -2.57
C 1.96 -5.85 1.86
C 4.83 1.28 -0.63
O 2.65 -2.19 0.45
H 2.86 -5.27 2.07
C -1.33 -2.26 -0.60
H -1.82 -3.20 -0.82
C -4.18 -1.87 -2.05
H 3.70 5.05 -1.08
H -2.21 1.69 2.90
H 0.37 -0.27 -0.58
S -3.17 2.47 0.55
H -5.51 0.78 1.49
H 2.15 -6.89 2.10
C 2.21 1.34 0.29
H 7.77 0.47 -1.73
C 1.21 3.76 1.35
H 0.33 3.46 0.77
H 4.56 -0.85 -0.69
N 0.77 -4.41 0.44
H -5.78 2.48 1.05
H 6.87 -0.49 -0.53
O 2.39 3.74 0.58
H -3.27 0.27 2.63
C -3.44 -0.99 -1.26
C 1.54 -5.64 0.41
H -3.67 1.47 3.89
H -5.48 1.76 -1.39
O 5.05 3.59 -0.50
C -1.98 0.11 0.03
C -2.17 -1.09 -0.58
H 1.09 4.80 1.66
H 1.20 1.37 0.67
H -6.79 0.17 -2.77
C 2.10 -1.17 0.07
H 1.03 -3.17 2.10
H 1.02 -5.01 3.65
H 1.30 3.13 2.23
N -3.97 2.15 1.96
O 6.11 1.37 -1.08
N -3.03 0.98 -0.23
C -5.85 -0.14 -2.33
H -5.88 1.98 2.75
H -3.82 -2.86 -2.25
H 4.32 5.21 0.58
H 6.27 -0.36 -2.21
H -1.20 0.46 0.69
C -3.94 0.31 -1.02
C 0.01 -2.28 -0.43
H -5.97 -2.10 -3.18
H -0.63 -3.75 1.86
C -3.24 1.34 2.90
C 2.92 2.54 0.20
H -0.06 -5.97 2.62
O -1.84 2.86 0.87
C 4.12 0.10 -0.47
C 4.57 4.91 -0.44
C -5.37 1.82 1.80
N 0.78 -1.14 -0.27
*
```


No. 4
The following is a DFT calculation (ωB97M-V with the def2-TZVPD basis set) of a structure of composition C27H33BrCdCl6N6O11S.

Computed properties:
Relative energy (zero: lowest compared OMol25 entry of this formula, charge and spin) (kJ/mol): 132.4
E_LUMO (eV): 0.00
E_tot (eV): -220565.8662
Kohn-Sham gap (eV): 8.714

ORCA input file:
```
! wB97M-V def2-TZVPD RIJCOSX def2/J DEFGRID3
* xyz 0 1
H -1.11 2.16 -4.67
C -3.01 1.86 -3.68
C 0.93 1.46 2.52
H -2.92 -4.21 0.04
C 4.92 0.24 -2.40
H 0.67 -0.29 -2.36
Cl 3.77 1.70 5.37
H 2.83 -3.04 5.02
H 0.30 0.49 -3.92
H -7.02 3.44 -2.61
H 4.64 -3.83 1.34
Cl 1.55 3.56 6.51
Cl 3.37 0.32 2.61
C -5.54 1.87 -2.46
H 5.66 -3.24 2.68
C 4.82 -3.89 2.41
C -1.71 2.63 -3.88
C -0.41 -2.69 0.20
C 2.09 1.31 3.26
H 2.60 -1.81 -1.06
N -0.87 2.68 -2.68
H -1.48 -2.79 2.01
N -1.00 -3.61 -0.58
C 3.48 1.31 -0.85
C -0.04 0.33 -2.89
O -1.50 5.42 -3.02
C -0.44 -2.92 1.70
H 5.09 2.32 -1.87
C 2.55 -3.03 2.40
H 0.38 3.74 0.13
H -3.40 1.50 -4.63
Cd 0.54 0.24 0.75
Cl -1.05 4.05 4.88
H -5.10 1.22 -1.71
H -5.83 1.29 -3.34
H -1.92 3.65 -4.17
N -1.19 5.04 -1.91
C -6.70 2.69 -1.90
O -4.76 3.75 -4.11
H -0.99 -0.20 -2.92
H -2.01 -2.58 -2.10
H -1.59 -4.97 0.93
O -3.95 0.43 1.10
Cl -1.48 2.63 2.16
C 3.17 -0.91 -1.28
H -1.41 -4.20 -2.53
H 0.96 -3.31 3.83
H -6.39 3.18 -0.98
H 5.07 -4.91 2.69
C -0.73 3.69 -1.75
O 0.11 -1.69 -0.31
Br 6.37 0.27 -3.61
C -0.18 1.63 -2.18
H 1.67 -1.69 3.85
C 0.15 2.99 4.27
H 4.48 -1.85 -2.71
H -7.53 2.03 -1.67
C 4.55 1.39 -1.72
H 3.15 2.19 -0.30
C 3.74 -3.41 4.56
H -2.91 1.03 -2.97
O -3.29 -1.66 0.23
C -1.91 -4.62 -0.05
C 2.31 1.94 4.48
C 0.03 3.21 -0.74
N 0.40 1.93 -1.02
O -3.67 3.64 -1.88
H 4.56 -2.75 4.85
H -0.12 -3.94 1.93
O -1.18 5.73 -0.91
Cl -2.86 -0.33 0.60
O 2.49 -3.07 1.19
H -0.28 -2.84 -2.38
C -1.19 -3.29 -1.99
O -1.82 -0.44 1.62
H -1.93 -5.47 -0.72
N 2.80 0.19 -0.63
O -2.27 0.32 -0.56
C -0.03 2.32 3.05
N 3.62 -3.46 3.11
H 3.94 -4.41 4.95
C 4.22 -0.94 -2.19
S -4.26 2.97 -3.01
C 1.32 2.78 4.99
O 0.35 -1.98 2.37
C 1.36 -2.51 3.20
*
```